ORCA calculation (the ωB97M-V functional and the def2-TZVPD basis) on a structure of composition C13H21AlIN2O.

Summary:
**E_HOMO**: -18.50 eV
**LUMO level**: -15.215 eV
**Energy**: -33510.3940 eV
**Gap between HOMO and LUMO**: 3.28 eV
**Total charge**: +3
**Relative energy (zero: lowest compared OMol25 entry of this formula, charge and spin)**: 0.0 kJ/mol

```
39
Properties=species:S:1:pos:R:3:nbo_charge:R:1
C 3.106 0.719 -1.161 -0.171
C 2.056 0.813 -0.577 0.036
C 0.770 0.802 0.135 -0.189
C 0.711 -0.190 1.281 -0.420
C 1.653 -1.394 1.225 -0.397
C 1.377 -2.289 0.010 -0.390
C 0.287 -3.354 0.324 -0.248
N -1.020 -2.911 -0.108 -0.619
C 0.715 2.368 0.588 0.721
O 0.984 2.752 1.667 -0.374
N 0.303 3.108 -0.530 -0.519
C -0.308 2.228 -1.525 -0.262
C -0.365 0.805 -0.936 -0.171
C -1.743 0.153 -0.719 -0.447
C -2.798 1.050 -0.057 -0.284
C -2.401 1.733 1.254 -0.667
I -4.357 -0.390 0.349 0.638
H 4.075 0.951 -1.567 0.183
H -0.298 -0.571 1.439 0.224
H 0.964 0.372 2.186 0.297
H 2.691 -1.069 1.294 0.239
H 1.471 -1.961 2.138 0.247
H 2.299 -2.797 -0.270 0.244
H 1.053 -1.699 -0.848 0.196
H 0.550 -4.275 -0.216 0.272
H 0.286 -3.594 1.384 0.236
H -1.741 -3.190 0.555 0.411
H -1.274 -3.219 -1.043 0.411
H -0.418 3.772 -0.241 0.432
H 0.447 2.117 -2.322 0.276
H -1.193 2.620 -2.016 0.263
H 0.040 0.130 -1.708 0.282
H -2.131 -0.104 -1.704 0.269
H -1.637 -0.834 -0.175 0.284
H -3.246 1.765 -0.740 0.253
H -2.151 2.776 1.049 0.235
H -1.534 1.277 1.727 0.219
H -3.211 1.769 1.976 0.275
Al 5.991 -0.238 -2.121 1.014
```



ORCA calculation (the ωB97M-V functional and the def2-TZVPD basis) on a structure of composition C28H23BCl5N6PTi.

Summary:
**E_HOMO**: -14.44 eV
**LUMO level**: -7.647 eV
**Energy**: -134030.6746 eV
**Gap between HOMO and LUMO**: 6.79 eV
**Total charge**: +2
**Relative energy (zero: lowest compared OMol25 entry of this formula, charge and spin)**: 77.7 kJ/mol

```
65
Properties=species:S:1:pos:R:3:nbo_charge:R:1
Ti 0.343 0.936 0.486 1.815
C -2.080 -1.756 2.647 -0.300
C -1.743 -1.166 1.438 0.048
N -0.665 -0.386 1.600 -0.501
N -0.323 -0.436 2.905 -0.303
C -1.153 -1.268 3.549 0.071
B 0.416 0.761 3.536 0.515
N 1.805 0.990 2.919 -0.308
C 2.954 1.235 3.567 0.069
C 3.778 1.975 2.736 -0.291
C 3.051 2.140 1.564 0.035
N 1.868 1.525 1.682 -0.454
N -0.426 1.978 3.060 -0.301
C -1.096 2.874 3.791 0.065
C -1.761 3.736 2.934 -0.309
C -1.441 3.284 1.661 0.026
N -0.634 2.217 1.744 -0.467
H -2.893 -2.422 2.840 0.267
H -2.239 -1.279 0.490 0.250
H -1.053 -1.464 4.598 0.255
H 0.466 0.677 4.704 0.015
H 3.135 0.888 4.565 0.255
H 4.759 2.347 2.952 0.268
H 3.328 2.692 0.681 0.243
H -1.065 2.844 4.861 0.253
H -2.391 4.563 3.190 0.267
H -1.773 3.679 0.714 0.235
Cl 3.279 -0.889 0.161 0.115
C 3.065 0.390 -0.975 -0.068
C 1.859 1.060 -0.848 -0.504
C 1.636 2.153 -1.662 -0.009
Cl 0.095 2.874 -1.298 0.156
C 2.539 2.599 -2.618 -0.113
Cl 2.236 3.997 -3.557 0.124
C 3.730 1.861 -2.766 -0.065
Cl 4.852 2.333 -3.962 0.140
C 4.005 0.753 -1.941 -0.085
Cl 5.464 -0.122 -2.128 0.128
C 1.072 -1.266 -2.678 -0.922
P -0.136 -0.838 -1.372 0.898
C -0.522 -2.538 -0.811 -0.396
C -1.573 -3.277 -1.341 -0.156
C -1.765 -4.586 -0.933 -0.203
C -0.904 -5.166 -0.015 -0.169
C 0.133 -4.422 0.526 -0.191
C 0.316 -3.104 0.146 -0.204
C -1.613 -0.273 -2.282 -0.291
C -2.433 0.680 -1.674 -0.213
C -3.582 1.120 -2.309 -0.191
C -3.911 0.625 -3.562 -0.160
C -3.110 -0.328 -4.165 -0.183
C -1.966 -0.782 -3.532 -0.208
H 0.653 -2.064 -3.293 0.265
H 1.979 -1.648 -2.209 0.261
H 1.308 -0.399 -3.292 0.249
H -2.237 -2.830 -2.067 0.219
H -2.589 -5.155 -1.332 0.238
H -1.042 -6.196 0.275 0.240
H 0.797 -4.872 1.246 0.234
H 1.109 -2.501 0.581 0.215
H -2.163 1.072 -0.683 0.180
H -4.220 1.847 -1.831 0.234
H -4.792 0.982 -4.067 0.243
H -3.378 -0.716 -5.136 0.243
H -1.356 -1.532 -4.011 0.227
```



ORCA calculation (the ωB97M-V functional and the def2-TZVPD basis) on an isolated molecule of C17H17N5O6S2.

Summary:
**E_HOMO**: -8.11 eV
**LUMO level**: 0.261 eV
**Structure (SMILES)**: COc1ccc(N(CC(=O)Nc2nccs2)S(=O)(=O)c2c(C)[nH]c(=O)[nH]c2=O)cc1
**Energy**: -59311.8429 eV
**Gap between HOMO and LUMO**: 8.38 eV
**Total charge**: 0

```
47
Properties=species:S:1:pos:R:3:nbo_charge:R:1
C -4.422 -3.352 4.090 -0.252
H -4.976 -4.276 4.248 0.200
O -4.180 -3.286 2.706 -0.493
C -3.474 -2.227 2.220 0.306
C -2.989 -1.172 2.984 -0.292
C -2.295 -0.136 2.381 -0.220
C -2.059 -0.146 1.016 0.201
C -2.534 -1.207 0.248 -0.216
C -3.239 -2.228 0.845 -0.249
H -3.610 -3.056 0.262 0.225
H -2.333 -1.250 -0.810 0.234
N -1.379 0.944 0.421 -0.692
S 0.052 1.560 0.978 2.352
O 0.138 2.872 0.380 -0.986
O 0.129 1.483 2.399 -0.909
C 1.440 0.613 0.301 -0.552
C 2.631 1.177 -0.019 0.364
N 3.610 0.394 -0.562 -0.604
C 3.470 -0.944 -0.887 0.796
O 4.333 -1.561 -1.455 -0.598
N 2.275 -1.478 -0.484 -0.636
C 1.235 -0.815 0.167 0.663
O 0.277 -1.429 0.568 -0.586
H 2.137 -2.469 -0.651 0.439
H 4.483 0.825 -0.841 0.432
C 3.001 2.606 0.152 -0.695
H 3.058 3.069 -0.836 0.272
H 3.977 2.682 0.626 0.231
H 2.261 3.132 0.744 0.267
C -1.749 1.372 -0.915 -0.312
C -0.740 0.868 -1.936 0.675
O -0.811 -0.203 -2.501 -0.592
N 0.304 1.721 -2.135 -0.640
C 1.399 1.344 -2.874 0.210
N 2.483 2.043 -2.950 -0.504
C 3.408 1.412 -3.719 -0.061
C 3.025 0.216 -4.227 -0.464
S 1.418 -0.173 -3.732 0.469
H 3.587 -0.452 -4.845 0.246
H 4.357 1.893 -3.872 0.211
H 0.388 2.548 -1.545 0.457
H -2.738 0.975 -1.144 0.253
H -1.775 2.466 -0.921 0.237
H -1.917 0.676 2.979 0.240
H -3.145 -1.136 4.050 0.219
H -5.025 -2.506 4.435 0.175
H -3.488 -3.389 4.660 0.177
```



ORCA calculation (the ωB97M-V functional and the def2-TZVPD basis) on a cluster of 2 separate species, CH4ClNP2 in total.

Summary:
**E_HOMO (alpha / beta)**: -8.84 / -7.96 eV
**LUMO level (alpha / beta)**: -0.925 / -1.060 eV
**Energy**: -33688.6447 eV
**Gap between HOMO and LUMO (alpha / beta)**: 7.91 / 6.90 eV
**Total charge**: 0
**Relative energy (zero: lowest compared OMol25 entry of this formula, charge and spin)**: 301.4 kJ/mol

```
9
Properties=species:S:1:pos:R:3:nbo_charge:R:1
C 1.213 -0.089 0.240 -0.952
N -1.430 0.080 -0.176 -0.910
P -0.363 -1.018 -0.386 0.934
P -3.634 -1.199 -0.947 0.528
Cl -3.685 -0.699 -2.834 -0.252
H 2.104 -0.331 -0.517 0.230
H 0.955 1.044 0.183 0.253
H 1.519 -0.544 1.097 0.222
H -3.981 0.016 -0.433 -0.053
```



ORCA calculation (the ωB97M-V functional and the def2-TZVPD basis) on a structure of composition C17H31AlNO3.

Summary:
**E_HOMO**: -5.32 eV
**LUMO level**: 2.935 eV
**Energy**: -32362.6855 eV
**Gap between HOMO and LUMO**: 8.25 eV
**Total charge**: -1
**Relative energy (zero: lowest compared OMol25 entry of this formula, charge and spin)**: 0.0 kJ/mol

```
53
Properties=species:S:1:pos:R:3:nbo_charge:R:1
C -1.998 6.060 -2.979 -0.610
C -1.776 4.594 -2.359 -0.214
C -2.822 4.482 -1.179 -0.624
C -2.033 3.582 -3.541 -0.405
C -1.490 2.104 -3.316 -0.220
C -2.769 1.154 -3.154 -0.618
C -0.630 1.906 -2.023 -0.078
O -0.108 0.577 -1.874 -0.560
C 0.165 0.412 -0.472 0.350
O -0.969 -0.113 0.179 -0.939
Al -0.335 -0.116 1.945 1.452
O 1.446 -0.344 1.424 -0.974
C 1.410 -0.465 -0.025 0.076
C 1.427 -1.990 -0.378 -0.435
C 2.735 -2.735 0.083 -0.397
C 2.788 -3.112 1.611 -0.406
C 1.390 -3.643 2.182 -0.228
N 1.698 -4.367 3.433 -0.343
C 1.369 -3.850 4.672 -0.056
C 1.827 -4.740 5.726 -0.337
C 2.476 -5.889 5.003 -0.322
C 2.355 -5.584 3.582 -0.089
H -1.306 6.144 -3.857 0.200
H -3.070 6.246 -3.240 0.202
H -1.612 6.780 -2.200 0.201
H -0.710 4.607 -1.995 0.210
H -2.656 5.378 -0.509 0.203
H -2.682 3.583 -0.528 0.228
H -3.886 4.501 -1.525 0.201
H -1.657 3.968 -4.535 0.201
H -3.155 3.520 -3.663 0.198
H -0.997 1.778 -4.268 0.196
H -3.278 1.481 -2.201 0.202
H -2.480 0.075 -3.040 0.234
H -3.507 1.317 -3.988 0.188
H -1.318 2.083 -1.147 0.195
H 0.244 2.613 -2.052 0.163
H 0.469 1.444 -0.089 0.118
H -1.041 -1.350 2.697 -0.450
H -0.750 1.353 2.444 -0.447
H 2.292 0.163 -0.377 0.156
H 1.404 -2.059 -1.511 0.202
H 0.468 -2.442 -0.021 0.222
H 3.598 -2.030 -0.106 0.204
H 2.927 -3.639 -0.559 0.188
H 3.597 -3.864 1.832 0.193
H 3.047 -2.173 2.180 0.233
H 0.798 -2.732 2.457 0.262
H 0.879 -4.268 1.408 0.200
H 0.830 -2.883 4.807 0.229
H 1.721 -4.564 6.817 0.218
H 2.941 -6.763 5.502 0.214
H 2.734 -6.190 2.728 0.212
```



ORCA calculation (the ωB97M-V functional and the def2-TZVPD basis) on a cluster of 2 separate species, C6H15INO2 in total.

Summary:
**E_HOMO**: -3.40 eV
**LUMO level**: 2.378 eV
**Energy**: -20148.9157 eV
**Gap between HOMO and LUMO**: 5.78 eV
**Total charge**: -1
**Relative energy (zero: lowest compared OMol25 entry of this formula, charge and spin)**: 333.7 kJ/mol

```
25
Properties=species:S:1:pos:R:3:nbo_charge:R:1
I 1.050 5.182 -5.093 -0.976
C -0.835 2.134 -3.829 -0.283
O -1.159 1.744 -2.548 -0.550
C -0.149 1.135 -1.782 -0.025
C -0.749 0.831 -0.344 -0.218
N 0.304 0.055 0.287 -0.624
C -0.184 -0.504 1.481 -0.225
C 0.606 -1.728 2.125 -0.075
O -0.177 -2.369 3.107 -0.521
C 0.711 -3.214 3.886 -0.247
H -1.777 2.631 -4.309 0.183
H -0.673 1.284 -4.575 0.137
H 0.029 2.871 -3.982 0.236
H 0.644 1.675 -1.597 0.152
H 0.146 0.177 -2.131 0.157
H -1.531 0.386 -0.622 0.181
H -1.091 1.746 0.184 0.158
H 1.111 0.596 0.479 0.348
H -1.258 -0.716 1.165 0.182
H -0.367 0.313 2.027 0.167
H 1.648 -1.253 2.315 0.157
H 0.948 -2.503 1.380 0.166
H 0.868 -4.064 3.449 0.159
H 0.119 -3.550 4.758 0.186
H 1.765 -2.858 4.171 0.173
```



ORCA calculation (the ωB97M-V functional and the def2-TZVPD basis) on the ion C2H8N3OS with charge +1.

Summary:
**E_HOMO**: -13.34 eV
**LUMO level**: -4.514 eV
**Structure (SMILES)**: NC/C=[NH+]/NOS
**Energy**: -19545.2318 eV
**Gap between HOMO and LUMO**: 8.82 eV
**Total charge**: +1
**Relative energy (zero: lowest compared OMol25 entry of this formula, charge and spin)**: 423.3 kJ/mol

```
15
Properties=species:S:1:pos:R:3:nbo_charge:R:1
C 0.606 -0.927 -0.651 0.215
C 0.551 -1.801 0.625 -0.282
N -0.143 0.114 -0.498 -0.370
N -0.329 1.175 -1.659 -0.066
N -0.511 -1.341 1.483 -0.828
O -0.936 2.276 -1.260 -0.433
S -0.097 3.207 -0.083 0.240
H 1.207 -0.920 -1.543 0.243
H 0.524 -2.874 0.373 0.247
H 1.573 -1.595 1.121 0.257
H 0.691 1.401 -1.777 0.340
H -0.130 -1.251 2.332 0.391
H -1.360 -1.852 1.548 0.405
H -0.955 -0.027 0.299 0.476
H -0.692 4.415 -0.311 0.165
```



ORCA calculation (the ωB97M-V functional and the def2-TZVPD basis) on a structure of composition C3H3LiO3.

Summary:
**E_HOMO**: -8.30 eV
**LUMO level**: -0.570 eV
**Energy**: -9503.8946 eV
**Gap between HOMO and LUMO**: 7.73 eV
**Total charge**: 0
**Relative energy (zero: lowest compared OMol25 entry of this formula, charge and spin)**: 324.2 kJ/mol

```
10
Properties=species:S:1:pos:R:3:nbo_charge:R:1
C 1.166 -0.445 -0.263 0.934
C -1.168 -0.385 0.126 -0.018
O -0.087 -0.905 -0.571 -0.535
O 1.293 0.785 -0.077 -0.844
C -1.745 0.801 -0.272 -0.360
H -1.962 -1.143 0.265 0.212
H -1.425 0.565 1.121 0.258
H -1.103 1.691 -0.314 0.180
O 2.062 -1.306 -0.132 -0.782
Li 2.969 0.343 0.118 0.956
```